Entry 1:
ORCA calculation (ωB97M-V/def2-TZVPD) on a cluster of 2 separate species, C3H9N3S in total.

The total energy comes out at -681.901459 Ha. The energy relative to the best compared isomer or geometry (same formula, charge and spin) comes out at 165.9 kcal/mol. The lowest unoccupied orbital energy is 0.74 eV. The orbital gap comes out at 0.3295 Eh.

Cartesian coordinates (Å):
C (-0.706, -0.014, 1.635)
C (-0.967, 1.188, -1.322)
C (1.232, 0.303, -0.671)
H (0.441, 0.258, 1.779)
H (-0.861, -0.857, 2.627)
H (-1.408, 0.999, 1.743)
H (-0.851, -1.692, 0.245)
H (-1.953, 1.267, -0.117)
H (-0.165, 2.110, -1.651)
H (-1.593, 0.792, -2.319)
H (1.535, 1.271, -1.201)
H (2.778, -2.263, 0.425)
N (-0.832, -0.597, 0.229)
N (-0.204, 0.008, -0.747)
N (2.035, -0.601, -0.514)
S (1.519, -2.170, -0.142)



Entry 2:
ORCA calculation (ωB97M-V/def2-TZVPD) on the ion C3H9N4 with charge +1.

As for the SMILES: [H]/N=[NH+]\N[C@H](N)C=C. The total energy comes out at -338.341784 Ha. The energy relative to the best compared isomer or geometry (same formula, charge and spin) comes out at 112.4 kcal/mol. The lowest unoccupied orbital energy is -4.71 eV. The orbital gap comes out at 0.3565 Eh. As for the charge: +1.

Cartesian coordinates (Å):
H (1.276, 1.867, -0.231)
N (2.081, 1.272, -0.324)
N (1.912, 0.153, 0.130)
N (0.917, -0.344, 0.769)
C (-0.476, 0.134, 0.694)
N (-1.323, -0.749, 1.329)
C (-0.697, 0.638, -0.681)
C (-0.371, 0.085, -1.856)
H (2.672, -0.548, 0.026)
H (1.193, -1.335, 1.038)
H (-0.335, 1.113, 1.346)
H (-1.374, -0.774, 2.333)
H (-1.589, -1.631, 0.855)
H (-1.247, 1.640, -0.799)
H (-0.672, 0.531, -2.771)
H (0.226, -0.903, -1.899)



Entry 3:
ORCA calculation (ωB97M-V/def2-TZVPD) on a structure of composition C3H9N4.

The total energy comes out at -338.279701 Ha. The energy relative to the best compared isomer or geometry (same formula, charge and spin) comes out at 151.3 kcal/mol. The lowest unoccupied orbital energy (alpha / beta) is -5.76 / -5.76 eV. The orbital gap (alpha / beta) comes out at 0.3326 / 0.3326 Eh. As for the charge: +1.

Cartesian coordinates (Å):
C (1.680, 0.138, 0.651)
C (0.927, 0.217, -0.759)
C (-1.417, 0.418, -1.414)
N (0.657, -0.526, 1.444)
N (-1.533, -0.752, 1.904)
N (-0.395, 0.642, -0.448)
N (-0.620, -0.419, 1.122)
H (2.599, -0.421, 0.612)
H (1.881, 1.084, 0.974)
H (1.673, 0.849, -1.186)
H (1.076, -0.700, -1.410)
H (-1.166, -0.355, -2.209)
H (-2.205, 0.026, -0.942)
H (-1.868, 1.327, -1.953)
H (1.124, -0.918, 2.210)
H (-2.412, -0.610, 1.405)